17
Properties=species:S:1:pos:R:3:forces:R:3 method="wB97M-V/def2-TZVPD" homo_ev=-14.24 max_force_ev_per_a=4.0 lumo_energy_ha=-0.158 e_tot_ev=-8771.1190 total_charge=+1 e_above_lowest_kj_mol=335.8 orbital_gap_ev=9.943
C 0.17826 0.18343 -1.09320 -2.36 2.17 -0.63
C -1.73932 1.43279 -0.77283 0.38 -1.48 -2.05
C 0.33780 -0.69938 1.27105 1.49 1.44 -2.38
C 1.65443 -1.41389 1.04983 -1.23 -0.17 -2.56
N -0.41288 1.54590 -1.34147 1.94 -0.86 0.19
N -0.26317 0.00555 0.34488 -1.05 -0.48 1.73
N -1.60568 0.71225 0.44570 1.93 -2.30 2.63
H -0.53366 -0.41711 -1.71710 1.49 -0.52 0.53
H 1.27607 0.19084 -1.26782 -1.06 -0.47 0.25
H -2.20641 2.35893 -0.65222 -0.64 1.48 0.38
H -2.36512 0.81458 -1.48486 0.63 0.70 0.61
H 0.06579 -0.88023 2.29088 -1.30 0.59 0.29
H 2.26516 -1.38019 1.87958 1.07 0.46 2.13
H 2.35951 -1.27614 0.15599 -1.76 -0.12 0.97
H 1.19582 -2.40427 1.12399 0.70 -0.76 -0.55
H 0.20811 2.11764 -0.75586 -0.71 0.63 -0.40
H -1.70882 1.18273 1.36905 0.48 -0.31 -1.16